No. 1
{
  "formula": "C29H48NO6",
  "method": "ωB97M-V/def2-TZVPD",
  "symbols": ["C", "H", "H", "O", "H", "H", "C", "H", "O", "H", "C", "H", "H", "H", "H", "O", "H", "H", "H", "H", "H", "H", "C", "H", "C", "C", "C", "H", "C", "H", "C", "H", "C", "H", "O", "H", "C", "C", "H", "H", "C", "H", "H", "C", "H", "H", "H", "H", "H", "H", "C", "N", "H", "C", "H", "H", "H", "C", "O", "O", "H", "C", "C", "H", "C", "H", "H", "H", "H", "C", "H", "C", "H", "C", "H", "H", "C", "C", "H", "C", "C", "C", "H", "C"],
  "positions_angstrom": [[0.916, 0.856, 3.513], [3.035, -1.611, -4.027], [-3.852, -2.022, -0.663], [3.583, 1.498, -2.997], [1.826, 0.511, 0.699], [5.204, -0.113, -0.626], [3.054, 1.191, -1.642], [2.512, 2.905, -3.798], [0.587, -1.632, -0.182], [-0.384, -1.000, -4.397], [1.696, -2.039, -0.713], [-1.763, 4.168, -1.945], [1.438, 0.216, -3.583], [-4.263, 5.369, -0.068], [0.342, -0.023, -2.135], [2.948, -6.364, -2.168], [2.838, -3.889, -4.195], [-2.631, 3.610, 2.052], [-4.716, 1.738, 4.116], [-1.416, 5.232, 1.039], [-1.029, 1.790, 2.905], [2.925, 1.438, 1.944], [-2.939, -4.073, -1.197], [4.135, -5.476, -0.701], [-3.021, 0.179, 4.385], [-4.624, 2.553, 1.487], [-1.948, -1.709, -2.088], [-4.874, 2.373, 0.387], [3.697, -5.436, -1.763], [4.433, -1.768, -0.513], [1.100, -0.580, -2.810], [-1.180, 3.188, -0.490], [3.917, -0.405, 1.176], [-3.053, -0.681, 3.624], [4.077, -4.331, -2.565], [-4.259, 0.274, 1.786], [-3.706, 1.463, 3.653], [-3.009, -2.513, -1.251], [-0.962, -0.197, 5.391], [-3.543, 3.774, -0.681], [-3.777, 1.283, 2.054], [-3.667, -4.722, -0.584], [2.483, -0.857, 3.469], [-1.828, -4.855, -1.964], [1.238, 1.912, 3.188], [-3.543, -0.086, 5.379], [-5.544, 2.647, 2.164], [-0.069, 4.595, -1.176], [3.726, 1.808, -0.926], [-1.495, 1.587, 5.210], [1.774, -0.287, 2.776], [3.199, -0.198, -1.338], [-2.755, 1.327, 1.543], [-1.476, 0.549, 4.694], [4.350, -1.952, -2.804], [-1.730, -5.988, -1.943], [0.872, -2.319, -4.350], [-3.449, 4.578, 0.144], [2.308, -3.117, -0.106], [3.259, 2.824, -3.157], [4.859, 0.060, 1.666], [-0.793, -4.045, -2.780], [0.249, -1.639, -3.662], [-1.963, 6.298, -0.356], [3.210, -2.059, -2.971], [-1.003, -0.004, 2.503], [3.818, -1.448, 1.672], [-2.022, -0.567, -2.092], [-2.994, 2.349, 3.857], [-1.133, 4.222, -0.985], [1.102, 0.736, 4.643], [-0.673, 0.756, 3.289], [1.916, -3.963, -2.601], [-1.950, 5.215, 0.021], [-4.188, 4.608, 2.246], [1.999, 1.658, -1.517], [4.198, -0.642, -0.385], [2.318, -1.195, -1.959], [0.022, -4.609, -3.360], [-3.647, 3.850, 1.565], [2.894, -3.615, -3.068], [-0.813, -2.501, -2.840], [1.039, -1.065, 2.349], [2.588, 0.404, 1.539]],
  "atomic_forces_ev_per_a": [[-0.27, -0.57, 0.50], [0.30, -0.63, 1.66], [1.43, -0.53, -1.00], [-0.80, -1.72, 0.86], [1.30, -0.15, 0.90], [-1.57, -0.66, 0.23], [0.74, 0.45, 1.74], [0.64, -0.73, 0.59], [2.87, 0.09, -2.29], [0.99, -1.00, 1.16], [-1.42, -3.21, 4.37], [1.25, 0.07, 1.21], [-0.04, -1.40, 1.29], [1.24, -1.26, 0.51], [1.37, -1.11, -0.79], [2.63, 3.64, 1.36], [-0.02, 0.38, 1.71], [-1.57, 0.20, -0.89], [1.24, -0.55, -0.88], [-0.91, -0.05, -1.40], [0.52, -1.68, 0.43], [-0.70, -1.44, -0.91], [2.63, 0.96, -1.90], [-0.31, 0.44, -1.70], [0.55, 0.75, -0.13], [1.53, -0.73, 0.25], [-0.40, -4.31, 0.73], [-0.04, 0.26, 1.55], [-1.64, -2.02, -1.30], [-0.77, 1.84, -0.01], [-0.64, 0.72, -0.07], [0.46, 1.41, -0.85], [-0.35, -0.95, 0.45], [-0.03, 0.97, 1.43], [-1.76, -1.67, 2.14], [0.57, 1.51, 0.39], [1.27, -0.32, -0.03], [2.81, -2.14, -1.99], [-0.71, 0.87, -1.09], [0.11, 1.29, 1.22], [-1.01, 0.77, 0.18], [1.15, 1.48, -1.03], [-0.89, 1.07, -0.80], [-0.15, 4.42, -0.18], [-0.22, -1.66, 0.56], [0.64, 0.30, -1.71], [1.15, 0.08, -1.32], [-1.49, -0.78, 0.20], [-1.07, -1.09, -0.98], [0.19, -1.73, -0.54], [-0.36, 0.44, -0.98], [-0.76, 1.37, -0.57], [-1.28, -0.24, 0.97], [-0.49, 0.49, -0.93], [-1.99, -0.14, 0.09], [-0.31, 1.78, 0.08], [-0.75, 0.94, 1.26], [0.70, -0.18, 0.06], [-0.97, 4.09, -3.60], [-0.48, 2.60, -0.91], [-1.62, -0.48, -0.82], [-2.12, 1.65, 1.46], [-1.02, -0.10, -0.33], [-0.03, -1.62, 0.37], [0.09, -0.25, -0.91], [0.71, 0.79, 1.14], [0.07, 1.59, -0.94], [0.31, -1.93, -0.08], [-1.27, -1.17, -0.23], [-1.06, 0.71, 0.72], [-0.25, 0.48, -1.55], [-0.32, 0.96, 0.75], [1.61, 0.59, -0.17], [-0.06, -0.66, -0.46], [1.11, -1.02, -0.81], [1.45, -1.03, -0.67], [2.25, -0.39, 0.50], [-0.37, -1.27, -0.21], [-1.38, 0.97, 1.02], [-1.34, 0.76, 0.10], [0.01, 0.36, -1.98], [-2.44, -1.03, 1.79], [1.27, 1.09, 0.46], [0.25, -0.03, 1.55]],
  "largest_force_ha_per_bohr": 0.1089,
  "e_lumo_ev": 2.5,
  "e_tot_ev": -44616.0396,
  "total_charge": -1,
  "smiles": "CCCCCCCCCCCCCCCN(COO)[C@](CCOC=O)(CCc1ccccc1)C(=O)[O-]"
}



No. 2
{
  "formula": "C29H48NOP3RuS",
  "method": "ωB97M-V/def2-TZVPD",
  "symbols": ["C", "H", "C", "H", "H", "O", "N", "H", "C", "C", "H", "C", "C", "H", "C", "C", "H", "H", "H", "C", "H", "H", "C", "C", "H", "H", "C", "H", "C", "H", "S", "H", "H", "H", "H", "H", "H", "H", "H", "Ru", "H", "P", "C", "H", "C", "C", "H", "H", "C", "C", "H", "H", "C", "P", "H", "H", "H", "C", "H", "H", "H", "H", "H", "H", "H", "H", "H", "C", "C", "H", "H", "C", "C", "C", "C", "H", "H", "P", "C", "C", "C", "H", "H", "H"],
  "positions_angstrom": [[-0.856, -3.234, -1.749], [3.098, 0.690, 1.817], [-0.906, -5.440, -0.769], [-2.183, -0.909, 3.484], [3.221, 1.443, -0.975], [-1.666, -0.598, -4.000], [1.097, -0.536, -0.216], [-1.528, 4.738, 1.694], [-0.825, 2.987, 3.472], [5.225, -1.942, -0.959], [6.523, -3.457, -1.810], [-2.993, 2.437, -4.123], [0.393, -3.006, -1.158], [1.713, 1.947, -1.778], [-1.903, 3.913, 1.078], [0.963, -3.968, -0.315], [2.219, -1.381, 2.763], [-3.304, -1.663, -2.127], [-1.280, -2.464, -2.394], [2.420, 2.190, -0.978], [0.924, -2.430, 3.384], [-4.142, 0.677, -4.446], [3.939, -1.392, -0.932], [4.483, -3.608, -2.529], [-4.275, -0.308, -0.313], [-0.522, -0.045, 4.865], [3.188, -3.095, -2.472], [-1.212, 2.383, 4.296], [0.311, -5.194, -0.138], [-1.157, 0.053, -4.488], [1.185, -1.421, -1.585], [4.695, -4.459, -3.178], [-3.298, 0.751, 1.693], [0.269, 2.989, 3.514], [-2.084, -1.392, 1.760], [1.931, -3.773, 0.150], [3.771, 2.313, 1.552], [-3.802, 2.305, 2.412], [-2.019, 3.075, -1.572], [-0.222, 0.896, 0.588], [1.890, -0.823, 0.368], [-1.434, 2.315, 1.852], [-1.504, -4.449, -1.549], [-2.913, 1.106, 3.403], [-3.478, 0.118, -0.927], [5.513, -3.036, -1.778], [-2.994, 3.973, 1.006], [-1.378, -6.414, -0.655], [2.864, 1.758, 1.826], [2.896, -1.989, -1.652], [2.839, 3.186, -1.155], [0.621, 1.211, 4.329], [1.411, 3.973, 0.931], [-0.015, -0.372, 2.481], [-4.833, 1.868, -3.206], [2.403, 4.413, 0.792], [-1.280, -2.372, 3.015], [1.211, -1.765, 2.558], [-1.175, 4.018, 3.606], [1.043, 4.185, 1.934], [3.769, -0.504, -0.313], [0.779, -5.948, 0.494], [-2.472, -4.622, -2.016], [-3.811, 2.115, -0.117], [2.386, -3.572, -3.032], [0.727, 4.417, 0.203], [1.202, -2.363, 1.640], [-4.029, 1.618, -3.907], [-1.387, 1.195, -2.366], [2.575, 2.028, 2.847], [-2.974, 3.464, -3.746], [-1.892, -0.073, -2.729], [-3.177, 1.467, -0.745], [0.353, 0.159, 4.237], [-2.895, -0.652, -1.923], [-0.620, 1.674, -2.973], [-1.472, 3.986, 0.077], [1.539, 2.185, 0.627], [-1.546, -1.352, 2.711], [-3.014, 1.541, 2.401], [-2.112, 1.995, -1.482], [1.192, -0.430, 4.625], [-2.212, 2.199, -4.856], [6.014, -1.501, -0.353]],
  "atomic_forces_ev_per_a": [[0.41, 0.18, -0.06], [-0.02, 0.06, -0.05], [-0.04, 0.10, -0.04], [0.09, -0.15, -0.26], [-0.19, 0.21, -0.09], [-0.25, 0.55, 3.33], [0.42, 0.12, -0.42], [-0.20, -0.16, -0.27], [0.21, -0.18, -0.11], [-0.05, -0.06, -0.32], [-0.43, 0.21, 0.00], [0.36, 0.58, -0.83], [-0.41, -0.13, -0.30], [0.20, 0.06, 0.01], [-0.12, 0.12, -0.37], [0.07, 0.06, -0.26], [-0.19, -0.10, -0.15], [0.43, 0.86, 0.01], [0.20, -0.53, 0.10], [-0.04, -0.04, -0.06], [0.06, 0.32, -0.12], [0.06, 0.23, 0.11], [-0.33, 0.15, 0.36], [0.00, 0.15, -0.12], [0.15, -0.07, -0.35], [0.16, 0.13, -0.05], [-0.25, 0.15, 0.15], [0.14, 0.13, -0.12], [0.32, 0.53, 0.08], [0.46, 0.07, -0.49], [0.05, -1.46, 0.41], [-0.13, 0.22, 0.21], [-0.01, 0.20, 0.41], [-0.23, 0.07, 0.07], [-0.10, -0.13, 0.17], [-0.19, -0.22, -0.15], [-0.16, -0.09, 0.13], [0.08, -0.21, 0.19], [0.51, -0.31, 0.40], [-0.78, -2.55, -2.42], [-0.44, 0.11, 0.09], [-2.06, 2.12, 2.17], [-0.02, 0.00, 0.09], [-0.04, 0.20, -0.31], [-0.35, -1.04, 0.02], [-0.30, 0.05, 0.23], [0.18, 0.18, 0.02], [0.02, 0.25, -0.02], [0.12, -0.03, -0.08], [0.98, -0.32, -0.37], [0.04, -0.22, -0.05], [-0.04, -0.30, 0.04], [-0.19, 0.15, -0.14], [0.82, -2.55, 3.81], [0.30, -0.01, -0.30], [-0.14, 0.01, 0.13], [-0.13, 0.24, -0.05], [0.08, -0.14, -0.58], [0.01, -0.34, -0.08], [0.10, 0.08, -0.06], [0.06, -0.36, -0.21], [-0.16, 0.13, -0.19], [0.22, -0.06, 0.05], [0.47, -0.50, -0.43], [0.21, 0.02, 0.02], [0.13, 0.06, 0.07], [0.03, 0.15, 0.28], [-0.67, -0.55, 0.00], [-0.30, 1.29, -0.83], [-0.01, 0.01, -0.19], [0.05, -0.41, 0.10], [-0.79, -0.86, -2.55], [0.56, 0.93, -0.56], [-0.06, 0.27, -0.08], [-0.85, -0.62, 0.43], [0.07, -0.24, 0.12], [-0.14, 0.20, 0.31], [4.01, 2.78, 0.23], [-0.21, -0.12, -0.12], [-0.34, 0.11, -0.20], [-0.62, 0.10, 0.57], [-0.27, 0.11, -0.15], [-0.39, 0.07, 0.19], [-0.20, -0.01, -0.15]],
  "multiplicity": 6,
  "largest_force_ha_per_bohr": 0.0951,
  "e_lumo_ev": [-8.5, -12.4],
  "e_tot_ev": -75641.3639,
  "e_above_lowest_kj_mol": 187.2,
  "total_charge": 3
}